No. 1
This record from OMol25 describes a single C8H10Cl2O molecule. The level of theory is ωB97M-V with the def2-TZVPD basis set.

- E_tot (eV) = -35549.0328
- relative energy (zero: lowest compared OMol25 entry of this formula, charge and spin) (kcal/mol) = 34.7
- orbital gap (eV) = 8.806
- net charge = 0
- SMILES = CC1=C(Cl)C=C[C@@H](C)[C@]1(O)Cl
- max |F| (eV/Å) = 3.99

Each line ends with the Löwdin charge.
Positions of all 21 atoms, in Å:
C (0.07, 0.63, 2.55)  -0.055
C (-0.55, 0.16, 1.23)  -0.301
C (-1.82, 0.39, 0.77)  -0.627
Cl (-2.88, 1.29, 1.77)  0.710
C (-2.26, -0.16, -0.55)  -0.070
C (-1.35, -0.77, -1.35)  -0.067
C (0.11, -0.92, -1.02)  -0.320
C (0.87, 0.32, -1.60)  -0.045
C (0.27, -0.92, 0.53)  -0.780
O (1.54, -0.79, 0.99)  -0.020
Cl (-0.40, -2.53, 1.13)  0.666
H (1.09, 0.99, 2.20)  0.100
H (0.19, -0.23, 3.28)  0.109
H (-0.51, 1.52, 2.94)  0.067
H (-3.17, -0.05, -1.02)  0.077
H (-1.53, -1.24, -2.34)  0.125
H (0.76, -1.70, -1.40)  0.132
H (0.21, 1.16, -1.41)  0.078
H (0.96, 0.36, -2.64)  0.053
H (1.90, 0.56, -1.22)  0.101
H (2.15, -1.44, 0.84)  0.067

---

No. 2
This record from OMol25 describes a molecular structure, C62H47AsGeIrN4S3. The level of theory is ωB97M-V with the def2-TZVPD basis set.

- E_tot (eV) = -223719.2743
- relative energy (zero: lowest compared OMol25 entry of this formula, charge and spin) (kcal/mol) = 3.4
- orbital gap (spin up / spin down) (eV) = 5.012 / 7.223
- net charge = 0
- multiplicity = 2
- max |F| (eV/Å) = 0.58

Each line ends with the Mulliken spin population.
Positions of all 119 atoms, in Å:
Ir (-0.09, -0.43, -0.07)  0.031
S (5.19, 2.91, 3.22)  0.012
C (5.89, 4.18, 2.30)  0.032
C (5.58, 4.07, 0.98)  -0.017
C (4.76, 2.93, 0.71)  0.046
C (4.47, 2.20, 1.83)  -0.026
C (3.60, 1.03, 1.94)  0.058
C (2.56, 0.88, 1.04)  0.020
N (1.67, -0.10, 1.08)  0.139
C (1.88, -1.13, 1.97)  0.090
C (2.90, -1.04, 2.96)  0.062
C (3.03, -2.16, 3.87)  -0.022
C (2.29, -3.28, 3.71)  -0.010
C (1.33, -3.41, 2.64)  0.027
C (0.63, -4.57, 2.38)  0.122
C (-0.25, -4.63, 1.28)  0.036
C (-0.40, -3.48, 0.52)  0.031
N (0.22, -2.33, 0.75)  0.141
C (1.14, -2.29, 1.79)  0.078
C (-0.99, -5.85, 0.96)  -0.032
C (-1.17, -6.95, 1.76)  0.054
C (-1.96, -7.96, 1.14)  -0.016
C (-2.35, -7.62, -0.11)  0.032
S (-1.77, -6.07, -0.56)  0.008
C (3.73, 0.05, 2.95)  0.099
H (6.51, 4.92, 2.78)  0.003
H (5.93, 4.75, 0.23)  0.000
H (4.43, 2.66, -0.28)  0.002
H (2.42, 1.62, 0.26)  -0.024
H (3.76, -2.09, 4.67)  -0.002
H (2.42, -4.11, 4.39)  -0.001
H (0.79, -5.43, 3.01)  0.018
H (-1.07, -3.48, -0.33)  0.006
H (-0.79, -7.03, 2.76)  0.008
H (-2.22, -8.89, 1.62)  0.000
H (-2.95, -8.19, -0.80)  0.002
H (4.52, 0.13, 3.70)  0.017
S (1.53, -1.97, -4.34)  0.001
C (2.73, -2.42, -3.19)  0.002
C (3.86, -3.19, -3.41)  0.000
C (4.70, -3.44, -2.34)  0.000
C (4.39, -2.92, -1.08)  0.002
C (3.27, -2.16, -0.87)  0.050
C (2.41, -1.89, -1.93)  -0.006
N (1.22, -1.13, -1.91)  -0.007
C (0.69, -1.09, -3.10)  -0.008
C (-0.51, -0.34, -3.49)  -0.001
C (-0.52, 0.32, -4.72)  0.001
C (-1.58, 1.15, -5.07)  -0.001
C (-2.60, 1.35, -4.15)  0.000
C (-2.60, 0.67, -2.94)  0.000
C (-1.60, -0.25, -2.60)  -0.004
H (4.08, -3.59, -4.39)  0.000
H (5.59, -4.04, -2.48)  0.000
H (5.05, -3.12, -0.24)  -0.001
H (3.06, -1.78, 0.12)  -0.037
H (0.32, 0.22, -5.39)  0.000
H (-1.59, 1.66, -6.02)  0.000
H (-3.41, 2.03, -4.37)  0.000
H (-3.41, 0.85, -2.24)  0.000
C (-3.94, 4.86, -1.09)  0.000
C (-3.18, 4.43, -2.17)  0.000
C (-2.10, 3.58, -1.97)  0.003
C (-1.79, 3.14, -0.69)  -0.001
C (-2.53, 3.60, 0.39)  0.001
C (-3.60, 4.45, 0.19)  -0.001
As (-0.24, 1.98, -0.41)  -0.009
C (0.54, 2.96, 1.08)  0.003
C (0.26, 2.82, 2.43)  0.004
C (0.96, 3.60, 3.35)  -0.002
C (1.93, 4.49, 2.91)  -0.002
C (2.21, 4.62, 1.56)  -0.001
C (1.51, 3.86, 0.64)  0.005
C (1.77, 3.84, -0.82)  0.003
C (2.71, 4.62, -1.49)  -0.002
C (2.88, 4.47, -2.86)  0.001
C (2.13, 3.54, -3.57)  0.000
C (1.19, 2.76, -2.91)  0.000
C (1.01, 2.92, -1.55)  -0.001
H (-4.77, 5.53, -1.25)  0.000
H (-3.42, 4.77, -3.17)  0.000
H (-1.50, 3.27, -2.82)  0.001
H (-2.28, 3.29, 1.40)  -0.001
H (-4.18, 4.80, 1.04)  0.000
H (-0.48, 2.11, 2.77)  0.000
H (0.75, 3.49, 4.41)  0.000
H (2.48, 5.08, 3.64)  -0.001
H (2.99, 5.30, 1.24)  0.001
H (3.31, 5.34, -0.95)  0.000
H (3.61, 5.08, -3.37)  0.000
H (2.28, 3.43, -4.64)  0.000
H (0.61, 2.03, -3.46)  0.001
C (-3.71, -3.16, -2.33)  0.001
Ge (-3.46, -1.78, -0.95)  -0.002
C (-3.73, -2.59, 0.82)  0.000
C (-5.05, -0.63, -1.15)  0.001
C (-1.63, -1.10, -1.38)  -0.008
H (-4.67, -3.67, -2.20)  0.000
H (-2.92, -3.91, -2.29)  -0.001
H (-3.70, -2.70, -3.32)  0.000
H (-4.60, -3.25, 0.73)  0.001
H (-3.96, -1.82, 1.56)  0.000
H (-2.90, -3.18, 1.19)  0.000
H (-5.90, -1.29, -1.00)  0.000
H (-5.14, -0.17, -2.13)  0.000
H (-5.10, 0.15, -0.38)  0.000
H (-1.17, -2.05, -1.69)  -0.003
N (-5.21, 0.71, 5.23)  0.000
C (-4.42, 0.53, 4.42)  0.000
C (-3.43, 0.31, 3.40)  -0.002
C (-2.19, -0.25, 3.72)  -0.001
C (-1.24, -0.43, 2.74)  0.021
C (-1.46, -0.09, 1.39)  0.011
C (-2.72, 0.46, 1.11)  -0.002
C (-3.68, 0.67, 2.08)  0.000
H (-1.98, -0.53, 4.75)  0.000
H (-0.29, -0.85, 3.04)  -0.035
H (-2.95, 0.74, 0.09)  0.000
H (-4.63, 1.11, 1.81)  0.000

---

No. 3
This record from OMol25 describes 2 unconnected molecules or ions with the total composition C3H7NO2. The level of theory is ωB97M-V with the def2-TZVPD basis set.

- E_tot (eV) = -8808.3598
- relative energy (zero: lowest compared OMol25 entry of this formula, charge and spin) (kcal/mol) = 50.0
- orbital gap (eV) = 10.012
- net charge = 0
- SMILES = C=CO.NC=O
- max |F| (eV/Å) = 2.46

Each line ends with the Löwdin charge.
Positions of all 13 atoms, in Å:
C (2.23, -0.66, 0.01)  -0.005
C (1.97, 0.23, -0.94)  -0.266
O (1.28, 1.35, -0.56)  -0.033
H (1.73, -0.53, 0.97)  0.052
H (3.03, -1.38, 0.02)  0.053
H (2.56, 0.30, -1.84)  0.109
H (1.11, 1.97, -1.27)  0.104
N (-1.98, -0.22, 1.61)  0.110
C (-1.47, -0.33, 0.34)  -0.423
O (-2.06, -0.60, -0.67)  0.025
H (-2.84, 0.30, 1.64)  0.097
H (-1.28, -0.11, 2.33)  0.088
H (-0.34, -0.37, 0.32)  0.087

---

max |F| of number 3 (C3H7NO2)? 2.46 eV/Å